Computed, not measured: 12 unconnected molecules or ions with the total composition C51H69BrClF11N6O36P at a distorted geometry, with the ωB97M-V functional and the def2-TZVPD basis.

Geometry (Å):
C: 0.891 -0.316 4.897
C: 1.098 1.204 5.002
Br: 1.004 1.734 6.906
C: 0.023 2.054 4.320
N: 0.210 2.130 2.860
C: 1.052 3.229 2.351
C: 2.509 2.839 2.082
C: 3.360 4.054 1.639
C: 2.683 4.950 0.591
N: 3.668 5.475 -0.390
C: 3.075 5.494 -1.701
N: 3.454 4.645 -2.583
N: 2.055 6.498 -1.907
C: -0.330 1.265 2.008
N: -0.050 1.363 0.664
C: -0.274 0.132 -0.142
C: -1.587 -0.613 0.167
C: -2.527 -0.806 -1.044
C: -2.451 -2.261 -1.505
O: -1.359 -2.814 -1.774
C: -2.284 0.013 1.410
C: -3.211 -1.081 1.989
C: -4.068 -0.647 3.193
C: -3.466 -0.996 4.564
C: -3.885 0.040 5.615
O: -3.049 1.200 5.595
P: -3.230 1.622 1.104
O: -4.773 1.122 0.881
Cl: -2.719 2.317 -0.782
N: -1.175 0.249 2.390
H: 0.036 -0.609 4.294
H: 0.765 -0.741 5.894
H: 1.790 -0.796 4.498
H: 2.103 1.482 4.697
H: -0.983 1.745 4.608
H: 0.131 3.071 4.704
H: 1.034 4.068 3.046
H: 0.568 3.580 1.435
H: 2.950 2.476 3.013
H: 2.625 2.044 1.337
H: 3.614 4.624 2.538
H: 4.295 3.689 1.213
H: 2.150 5.763 1.100
H: 1.925 4.388 0.033
H: 3.804 6.458 -0.171
H: 2.931 4.762 -3.460
H: 1.146 6.168 -1.605
H: 1.966 6.698 -2.896
H: 0.922 1.616 0.526
H: 0.605 -0.513 -0.045
H: -0.287 0.441 -1.192
H: -1.292 -1.616 0.494
H: -3.572 -0.614 -0.782
H: -2.236 -0.197 -1.901
H: -3.382 -2.860 -1.569
H: -3.879 -1.397 1.184
H: -2.588 -1.948 2.240
H: -5.027 -1.170 3.118
H: -4.315 0.418 3.202
H: -2.371 -1.004 4.556
H: -3.809 -1.970 4.923
H: -4.935 0.311 5.456
H: -3.787 -0.392 6.613
H: -3.292 1.733 4.833
H: -5.169 1.770 0.266
H: -1.616 0.426 3.291
C: -0.051 -5.960 2.190
C: -0.968 -5.139 1.311
O: -1.328 -4.062 2.174
C: -0.298 -3.893 3.054
O: -0.152 -2.937 3.744
O: 0.532 -4.947 3.026
F: -2.079 -5.815 0.953
H: -0.592 -6.672 2.807
H: 0.713 -6.489 1.628
H: -0.494 -4.734 0.414
C: -5.299 5.589 2.824
C: -6.779 5.675 2.531
O: -6.833 5.317 1.156
C: -5.781 4.506 0.907
O: -5.678 3.817 -0.058
O: -4.874 4.565 1.910
F: -7.255 6.927 2.688
H: -4.787 6.521 2.586
H: -5.080 5.309 3.851
H: -7.397 4.982 3.104
C: -8.453 -1.028 3.442
C: -9.429 -2.042 3.988
O: -8.740 -2.552 5.119
C: -7.918 -1.565 5.572
O: -7.390 -1.553 6.632
O: -7.790 -0.587 4.641
F: -9.657 -3.052 3.112
H: -7.731 -1.480 2.772
H: -8.934 -0.193 2.939
H: -10.387 -1.629 4.310
C: -7.693 -5.183 -0.476
C: -8.591 -4.439 -1.435
O: -8.903 -3.265 -0.701
C: -7.870 -3.025 0.141
O: -7.696 -1.998 0.712
O: -7.066 -4.106 0.238
F: -9.728 -5.117 -1.699
H: -8.269 -5.793 0.220
H: -6.950 -5.802 -0.972
H: -8.118 -4.157 -2.378
C: 3.885 10.134 -2.119
C: 3.599 9.559 -0.753
O: 3.933 10.625 0.107
C: 3.730 11.786 -0.590
O: 3.663 12.859 -0.104
O: 3.604 11.520 -1.916
F: 4.406 8.497 -0.470
H: 4.934 10.009 -2.395
H: 3.255 9.718 -2.900
H: 2.560 9.269 -0.593
C: 0.708 -3.213 -3.974
C: 0.407 -3.094 -5.449
O: 1.641 -2.633 -5.973
C: 2.627 -3.091 -5.152
O: 3.778 -3.107 -5.426
O: 2.105 -3.530 -3.983
F: -0.557 -2.173 -5.698
H: 0.552 -2.268 -3.455
H: 0.136 -3.989 -3.478
H: 0.137 -4.033 -5.936
C: 5.781 2.717 -6.258
C: 5.728 3.988 -7.073
O: 4.355 4.342 -6.982
C: 3.888 3.843 -5.810
O: 2.860 4.167 -5.306
O: 4.742 2.939 -5.297
F: 6.050 3.779 -8.368
H: 5.536 1.843 -6.864
H: 6.737 2.559 -5.766
H: 6.335 4.805 -6.680
C: 5.651 -4.352 -8.092
C: 6.213 -5.484 -7.267
O: 6.778 -6.328 -8.258
C: 7.131 -5.540 -9.307
O: 7.851 -5.870 -10.189
O: 6.554 -4.321 -9.204
F: 5.247 -6.162 -6.603
H: 4.644 -4.576 -8.448
H: 5.641 -3.401 -7.567
H: 6.990 -5.188 -6.560
C: -4.831 -8.737 3.558
C: -5.246 -8.579 2.114
O: -4.092 -8.004 1.525
C: -3.019 -8.421 2.253
O: -1.890 -8.345 1.904
O: -3.421 -8.946 3.433
F: -6.289 -7.724 1.974
H: -5.017 -7.827 4.129
H: -5.306 -9.578 4.054
H: -5.482 -9.515 1.605
C: 10.068 -3.683 -10.884
C: 9.756 -3.558 -12.354
O: 10.983 -3.089 -12.886
C: 11.981 -3.545 -12.073
O: 13.128 -3.553 -12.355
O: 11.466 -3.994 -10.902
F: 8.786 -2.639 -12.594
H: 9.915 -2.738 -10.359
H: 9.496 -4.464 -10.396
H: 9.485 -4.497 -12.839
C: 3.305 3.184 10.030
C: 4.012 2.200 9.128
O: 5.132 1.825 9.903
C: 4.779 1.957 11.218
O: 5.375 1.495 12.125
O: 3.638 2.687 11.326
F: 4.441 2.781 7.977
H: 3.702 4.193 9.910
H: 2.227 3.202 9.885
H: 3.429 1.312 8.882

Values from the calculation:
E_HOMO   -11.4 eV
Total charge   +1
Strongest force on any atom   3.4 eV/Å
Gap between HOMO and LUMO   9.19 eV
Energy   -9495.9934 a.u.

Here are the Löwdin charges for atoms 1 to 2, given in e: atom 1 (C): -0.123, atom 2 (C): -0.648

---

Computed, not measured: 7 unconnected molecules or ions with the total composition C13H42O9PS7, with the ωB97M-V functional and the def2-TZVPD basis.

Geometry (Å):
O: -0.662 -0.097 3.373
P: -0.721 0.231 1.951
O: 0.178 -0.574 0.969
O: -0.482 1.748 1.563
C: -2.376 -0.107 1.215
S: -3.482 1.262 1.616
H: 0.891 -1.110 1.403
H: -1.040 2.362 2.080
H: -2.781 -1.029 1.627
H: -2.294 -0.235 0.138
H: -4.648 0.657 1.901
H: -3.779 1.798 0.423
C: -0.503 6.682 2.228
S: -0.472 4.913 1.973
O: -1.879 4.401 2.164
C: 0.415 4.505 3.469
H: -1.062 7.125 1.408
H: -0.991 6.900 3.178
H: 0.522 7.049 2.224
H: -0.117 4.922 4.324
H: 1.426 4.910 3.403
H: 0.468 3.421 3.556
C: 4.961 3.542 5.235
S: 4.942 4.982 4.167
O: 3.510 5.258 3.855
C: 5.632 4.175 2.722
H: 4.519 3.836 6.185
H: 4.374 2.746 4.777
H: 5.991 3.223 5.392
H: 4.997 3.335 2.442
H: 6.644 3.840 2.945
H: 5.657 4.910 1.921
C: 3.449 -4.684 0.711
S: 2.876 -3.111 0.081
O: 2.152 -2.463 1.226
C: 1.643 -3.752 -1.035
H: 4.209 -4.483 1.463
H: 2.610 -5.217 1.157
H: 3.881 -5.255 -0.109
H: 0.934 -4.359 -0.471
H: 2.125 -4.339 -1.813
H: 1.136 -2.912 -1.503
C: -2.647 1.959 5.892
S: -3.352 0.335 5.590
O: -4.823 0.452 5.781
C: -2.661 -0.446 7.045
H: -2.993 2.629 5.106
H: -2.989 2.322 6.861
H: -1.559 1.886 5.863
H: -3.001 0.092 7.929
H: -1.574 -0.436 6.971
H: -3.020 -1.473 7.069
C: -0.049 -2.956 -6.115
S: 1.252 -3.936 -5.383
O: 1.132 -3.801 -3.896
C: 2.612 -2.877 -5.873
H: -0.995 -3.439 -5.886
H: -0.025 -1.952 -5.690
H: 0.076 -2.929 -7.195
H: 2.455 -1.879 -5.463
H: 2.668 -2.846 -6.960
H: 3.526 -3.308 -5.470
C: -4.192 -3.760 -7.929
S: -2.840 -4.245 -9.006
O: -1.680 -3.383 -8.645
C: -3.532 -3.567 -10.515
H: -3.927 -4.060 -6.918
H: -4.321 -2.679 -7.981
H: -5.102 -4.275 -8.237
H: -3.707 -2.500 -10.381
H: -4.459 -4.088 -10.754
H: -2.804 -3.730 -11.306

Values from the calculation:
E_HOMO   -10.6 eV
Total charge   +1
Strongest force on any atom   1.0 eV/Å
Gap between HOMO and LUMO   7.52 eV
Energy   -4326.0021 a.u.

Here are the Löwdin charges for atoms 1 to 2, given in e: atom 1 (O): -0.256, atom 2 (P): 0.318

---

Computed, not measured: a gas-phase ion, C6H8N (charge +1) at a distorted geometry, with the ωB97M-V functional and the def2-TZVPD basis.

Geometry (Å):
C: 1.602 1.446 -2.537
C: 0.567 0.747 -2.240
C: -0.154 0.230 -1.368
N: -0.565 -0.122 -0.276
C: -1.661 0.022 0.647
C: -0.696 -1.098 0.812
C: 0.314 -0.921 1.894
H: 2.547 1.108 -2.802
H: 1.367 2.498 -2.453
H: -2.724 -0.228 0.372
H: -1.392 0.957 1.155
H: -0.919 -2.167 0.452
H: 1.262 -1.574 1.630
H: -0.178 -1.109 2.871
H: 0.628 0.212 1.842

Values from the calculation:
E_HOMO   -14.5 eV
Total charge   +1
Relative energy (zero: lowest compared OMol25 entry of this formula, charge and spin)   5.976 eV
Strongest force on any atom   2.7 eV/Å
Gap between HOMO and LUMO   9.21 eV
Energy   -287.7366 a.u.

Here are the Löwdin charges for atoms 1 to 2, given in e: atom 1 (C): 0.164, atom 2 (C): 0.008

---

Computed, not measured: a molecular structure, C26H20Cl30O3 at a distorted geometry, with the ωB97M-V functional and the def2-TZVPD basis.

Geometry (Å):
O: 2.383 -3.430 2.244
C: 2.389 -3.512 0.982
C: 2.954 -2.374 0.012
C: 2.271 -0.944 0.188
C: 3.223 0.306 0.313
C: 2.632 1.737 0.517
C: 1.100 2.004 0.587
C: 0.159 0.784 0.477
C: 0.752 -0.663 0.277
C: -0.311 -1.876 0.207
O: -0.186 -2.867 -0.567
C: -1.538 -1.734 1.247
C: -2.075 -2.969 2.032
C: -3.241 -2.729 3.056
C: -3.823 -1.277 3.250
C: -3.282 -0.027 2.457
C: -2.133 -0.285 1.450
C: -1.450 0.889 0.579
O: -2.116 1.791 0.009
H: 1.944 -4.474 0.511
H: 2.972 -2.681 -1.102
H: 4.070 -2.234 0.293
H: 4.362 0.188 0.277
H: 3.313 2.640 0.628
H: 0.661 3.061 0.718
H: -1.567 -3.969 1.841
H: -3.636 -3.620 3.654
H: -4.675 -1.155 4.004
H: -3.683 1.038 2.596
C: -1.782 -2.481 -3.384
Cl: -1.742 -0.756 -3.776
Cl: -3.420 -3.125 -3.574
Cl: -0.640 -3.377 -4.396
H: -1.485 -2.603 -2.343
C: -2.529 5.010 -1.249
Cl: -3.120 5.510 0.342
Cl: -2.928 6.227 -2.471
Cl: -0.783 4.726 -1.204
H: -3.021 4.078 -1.520
C: 0.996 -3.216 -7.826
Cl: -0.027 -4.290 -8.790
Cl: 1.775 -4.111 -6.513
Cl: 2.215 -2.435 -8.845
H: 0.365 -2.443 -7.390
C: 5.022 4.987 2.351
Cl: 5.749 3.521 3.022
Cl: 4.894 4.869 0.590
Cl: 3.427 5.268 3.060
H: 5.665 5.831 2.595
C: -0.532 3.916 4.157
Cl: 0.904 4.557 4.971
Cl: -0.733 4.664 2.566
Cl: -0.427 2.157 4.003
H: -1.405 4.156 4.762
C: -5.354 -5.448 1.042
Cl: -4.662 -7.067 0.854
Cl: -6.682 -5.471 2.212
Cl: -4.105 -4.288 1.542
H: -5.752 -5.132 0.079
C: 4.654 3.291 -2.901
Cl: 3.869 4.190 -4.208
Cl: 3.441 2.601 -1.810
Cl: 5.695 2.020 -3.559
H: 5.276 3.982 -2.335
C: 1.106 -0.806 6.701
Cl: -0.582 -1.292 6.485
Cl: 1.390 0.785 5.981
Cl: 1.536 -0.799 8.418
H: 1.739 -1.530 6.193
C: -7.239 0.827 2.977
Cl: -8.338 -0.146 1.988
Cl: -7.527 0.534 4.699
Cl: -5.548 0.477 2.563
H: -7.434 1.879 2.771
C: 5.223 -0.266 -8.339
Cl: 6.707 -0.390 -9.294
Cl: 5.528 -0.708 -6.653
Cl: 4.553 1.368 -8.441
H: 4.492 -0.963 -8.749

Values from the calculation:
E_HOMO   -9.0 eV
Strongest force on any atom   5.6 eV/Å
Gap between HOMO and LUMO   7.54 eV
Energy   -15033.7496 a.u.

Here are the Löwdin charges for atoms 1 to 2, given in e: atom 1 (O): -0.011, atom 2 (C): -0.209

---

The lowest E_HOMO belongs to which entry?
C6H8N

---

What is the strongest force on any atom in the first record?
3.4 eV/Å

---

Which formula does entry 2 have?
C13H42O9PS7

---

What is the gap between HOMO and LUMO in the third record?
9.21 eV